Arrangement i

{"formula": "C32H44CsNO4PSbSe4Te", "method": "ωB97M-V/def2-TZVPD", "multiplicity": 1, "gap_ev": 2.62, "total_charge": -2, "elements": ["H", "C", "C", "O", "C", "O", "H", "Te", "H", "C", "H", "C", "C", "H", "H", "C", "C", "P", "C", "C", "H", "H", "C", "C", "C", "H", "C", "H", "H", "Sb", "C", "N", "H", "C", "H", "H", "H", "H", "H", "H", "H", "H", "H", "H", "Se", "H", "H", "H", "C", "C", "C", "H", "H", "H", "H", "C", "H", "C", "C", "H", "H", "Cs", "C", "C", "H", "H", "C", "C", "H", "H", "C", "C", "H", "C", "H", "H", "C", "H", "Se", "H", "H", "Se", "Se", "H", "H", "O", "O", "C", "C"], "coordinates": [[-3.53, -0.42, -2.65], [-0.97, 5.64, 3.12], [4.17, 2.60, -0.30], [-2.31, -1.92, -1.90], [-3.15, 1.68, 2.62], [-1.07, 0.41, -2.93], [-1.92, -4.88, -6.85], [0.13, -4.79, -5.04], [-1.78, 4.09, 6.01], [1.35, -0.37, 4.72], [1.10, -5.84, -7.22], [-1.90, -5.10, -5.82], [-1.00, -0.87, 4.85], [-1.87, -1.32, 5.40], [0.52, -4.11, -7.57], [2.40, 0.96, 2.94], [0.30, -1.00, 5.39], [-0.36, 1.84, 1.92], [-1.15, -0.24, 3.63], [-4.84, 1.49, 0.91], [-1.00, 6.62, 2.61], [-0.70, 2.26, 5.00], [4.91, 1.51, 0.43], [-0.90, -4.61, 1.15], [-3.89, 1.76, -0.04], [-2.18, -6.16, -5.75], [4.36, 1.16, 1.84], [-3.41, -1.90, -3.69], [-4.13, 1.86, -1.10], [3.07, -1.76, -5.14], [-2.84, -1.19, -3.08], [3.02, 0.56, 1.85], [6.73, 2.75, 0.78], [-1.37, 4.26, 5.03], [-3.03, -3.81, -2.24], [-3.16, -4.57, -0.03], [3.71, 3.23, 0.44], [-1.48, 2.08, -4.08], [-5.88, 1.30, 0.63], [0.19, -4.75, 1.09], [-2.06, -0.38, 3.02], [0.06, 4.67, 1.53], [-2.61, -4.44, -5.26], [0.52, -1.61, 6.27], [4.10, -2.64, -7.10], [5.05, 2.51, 3.46], [-2.99, 1.72, 3.70], [0.17, 1.45, -4.29], [1.10, -4.77, -6.92], [-0.12, 0.54, 3.14], [-0.39, 3.25, 3.05], [6.95, 1.01, 1.18], [-0.31, 2.29, -2.71], [6.86, 1.52, -0.53], [-1.24, -4.27, 2.12], [-1.68, -0.53, -3.84], [3.96, 3.28, 2.33], [4.20, 2.34, 2.80], [6.49, 1.73, 0.48], [-1.32, -5.62, 1.03], [3.48, 2.22, -0.99], [0.42, -1.61, -1.26], [-3.09, -3.02, -1.49], [-2.66, -3.58, -0.13], [-5.22, 1.13, 2.99], [-2.05, -0.03, -4.73], [-1.44, 5.49, 4.40], [-2.15, 1.80, 1.67], [-1.87, 6.34, 4.98], [-4.18, -2.73, -1.40], [-0.66, 1.62, -3.53], [-0.78, 3.18, 4.41], [2.12, -4.44, -6.65], [-0.42, 4.55, 2.49], [4.74, 0.57, -0.17], [5.10, 0.44, 2.25], [-2.53, 1.78, 0.33], [4.89, 3.23, -0.91], [4.73, -0.50, -4.00], [-0.96, -1.35, -4.17], [-3.05, -2.90, 0.66], [2.42, -3.56, -3.52], [1.18, -0.48, -5.85], [2.35, -0.49, 5.15], [-1.81, 1.81, -0.46], [3.09, 1.92, 3.65], [-1.27, -3.69, 0.08], [1.19, 0.41, 3.58], [-4.47, 1.40, 2.23]]}


Arrangement ii

{"formula": "C32H44CsNO4PSbSe4Te", "method": "ωB97M-V/def2-TZVPD", "multiplicity": 1, "gap_ev": 2.54, "total_charge": -2, "elements": ["H", "H", "H", "C", "C", "Se", "H", "H", "C", "C", "C", "Se", "C", "C", "H", "C", "C", "H", "C", "C", "H", "C", "C", "Se", "H", "H", "C", "C", "C", "C", "O", "H", "H", "N", "H", "Sb", "O", "Se", "H", "H", "H", "H", "O", "C", "C", "H", "H", "C", "H", "H", "H", "C", "H", "H", "H", "C", "H", "H", "H", "H", "C", "H", "C", "H", "H", "Te", "C", "C", "H", "H", "H", "C", "H", "H", "C", "C", "O", "C", "H", "H", "H", "P", "C", "Cs", "C", "H", "H", "H", "H"], "coordinates": [[-12.06, -10.73, 6.77], [-14.67, -3.47, 9.37], [-18.35, -10.69, 12.98], [-11.77, -8.54, 20.51], [-11.91, -6.17, 15.77], [-20.45, -7.09, 7.28], [-18.66, -3.61, 9.37], [-12.07, -10.33, 5.01], [-17.97, -5.56, 14.48], [-15.28, -3.64, 16.54], [-16.28, -11.39, 15.69], [-20.77, -9.08, 10.75], [-17.46, -4.89, 8.18], [-19.65, -5.58, 11.10], [-12.21, -10.63, 19.94], [-13.97, -11.28, 13.66], [-13.11, -9.27, 18.58], [-18.89, -5.50, 15.02], [-14.65, -4.85, 16.22], [-10.86, -5.88, 14.92], [-11.90, -7.77, 12.37], [-12.35, -9.57, 19.69], [-12.64, -10.68, 5.84], [-17.59, -9.77, 8.17], [-11.25, -8.75, 21.44], [-19.67, -4.93, 8.52], [-12.82, -7.21, 15.56], [-13.31, -7.88, 18.27], [-13.66, -9.00, 13.96], [-18.68, -4.65, 9.04], [-16.21, -4.81, 8.95], [-20.45, -4.85, 10.73], [-13.48, -9.98, 17.89], [-14.95, -9.08, 13.65], [-15.50, -10.66, 12.35], [-20.06, -9.22, 8.47], [-18.48, -5.53, 10.24], [-21.43, -11.01, 7.61], [-16.85, -12.37, 15.91], [-13.63, -6.68, 6.58], [-20.00, -6.62, 11.15], [-12.20, -7.66, 6.52], [-13.01, -10.24, 13.89], [-16.24, -4.62, 18.53], [-15.25, -10.56, 13.42], [-10.10, -6.22, 12.93], [-19.35, -4.10, 12.75], [-14.92, -5.94, 17.00], [-16.55, -12.08, 13.86], [-16.81, -4.58, 19.51], [-14.00, -4.92, 15.32], [-11.87, -7.39, 13.38], [-15.85, -6.68, 18.86], [-17.52, -5.87, 7.63], [-13.14, -11.66, 5.62], [-11.99, -7.17, 20.21], [-16.42, -2.56, 17.93], [-17.33, -6.42, 14.77], [-20.28, -5.57, 13.10], [-16.00, -3.57, 10.62], [-17.84, -10.39, 13.94], [-13.86, -12.02, 14.49], [-12.76, -6.85, 19.09], [-15.34, -2.71, 15.90], [-10.14, -5.14, 15.23], [-14.29, -9.39, 6.55], [-10.89, -6.43, 13.66], [-16.02, -3.52, 17.67], [-11.98, -5.48, 16.65], [-11.61, -6.33, 20.79], [-12.91, -5.86, 18.69], [-12.82, -7.85, 14.27], [-16.26, -2.76, 9.00], [-17.22, -4.07, 7.49], [-16.46, -11.05, 14.16], [-15.76, -5.84, 18.13], [-18.20, -5.86, 13.06], [-13.17, -7.61, 6.91], [-13.12, -7.53, 7.95], [-17.42, -4.54, 14.53], [-18.57, -10.60, 14.71], [-14.16, -7.57, 16.71], [-19.38, -5.21, 12.62], [-16.10, -7.23, 10.56], [-15.75, -3.59, 9.54], [-16.57, -10.65, 16.43], [-13.66, -11.66, 12.59], [-15.23, -11.57, 16.00], [-17.65, -9.25, 13.88]]}


Quick one: least stable of them? arrangement ii